Record 1
Density functional theory data (ωB97M-V/def2-TZVPD) for a 12-piece molecular cluster, C25H73NO12S11 overall in a non-equilibrium geometry.

Structure (XYZ):
```
122
Properties=species:S:1:pos:R:3
C -5.07379 3.43822 -0.05252
S -4.02033 4.30142 1.06075
O -3.48377 3.35149 2.04219
C -2.64516 4.42805 -0.12805
H -5.17570 4.03858 -0.91501
H -6.02665 3.26925 0.42142
H -4.54320 2.53564 -0.40254
H -2.46647 3.44982 -0.63236
H -1.76788 4.74034 0.43971
H -2.97417 5.20597 -0.78386
C 0.38685 -3.44094 2.67790
S 2.03719 -3.32675 3.49401
O 2.09035 -2.07615 4.30074
C 1.59540 -4.69326 4.64311
H 0.35410 -4.42749 2.15564
H 0.16719 -2.62104 2.02910
H -0.33570 -3.37753 3.45108
H 1.52989 -5.65006 4.18510
H 0.71042 -4.32598 5.12286
H 2.41885 -4.77019 5.36667
C 0.31359 5.04103 4.35779
S -0.31272 4.40502 2.77969
O 0.80892 4.27143 1.77200
C -0.61954 2.78149 3.42428
H 0.65750 6.03164 4.10882
H 1.10615 4.36023 4.73375
H -0.54003 5.03964 5.04821
H 0.32670 2.57904 3.87985
H -0.76450 2.18468 2.53195
H -1.39917 2.73911 4.16037
C -3.68636 -2.68455 -4.49197
S -4.77975 -3.83995 -3.60382
O -4.08493 -5.16079 -3.59273
C -4.48979 -3.17124 -1.94310
H -3.91125 -1.67503 -4.11498
H -3.90776 -2.70755 -5.58252
H -2.70181 -2.98678 -4.19939
H -4.89579 -3.94193 -1.20804
H -4.93381 -2.18117 -1.77803
H -3.43266 -3.14288 -1.85118
C -1.09998 -6.39554 0.47524
S -0.88150 -4.78292 -0.33122
O 0.61693 -4.59777 -0.25163
C -1.28421 -5.24302 -2.01597
H -2.06441 -6.80394 0.11037
H -1.18525 -6.28995 1.55121
H -0.21014 -6.93238 0.18887
H -1.12443 -4.28158 -2.54962
H -2.33486 -5.39231 -2.15428
H -0.59688 -5.99341 -2.44651
C 3.41694 1.17360 2.84574
S 4.11522 1.46422 4.41118
O 3.92468 2.92004 4.62524
C 2.91466 0.61252 5.36530
H 4.17506 1.51398 2.13905
H 2.60690 1.88961 2.67137
H 3.28373 0.10297 2.74746
H 1.86682 0.86160 5.04258
H 3.11382 0.73303 6.39075
H 3.00297 -0.43600 5.20121
C 5.60467 -0.21763 -0.10947
S 4.17707 -1.21230 -0.11655
O 3.21650 -0.61665 -1.17721
C 4.92084 -2.56791 -1.03226
H 6.38441 -0.58558 0.59045
H 5.35013 0.80726 0.27091
H 5.89179 -0.05672 -1.14331
H 5.57927 -3.11066 -0.42149
H 5.26745 -2.21739 -2.00180
H 4.12096 -3.31469 -1.33567
C 4.83524 5.16876 1.38737
S 6.25698 4.37928 0.55324
O 6.17643 3.00956 0.96495
C 5.49915 4.41628 -1.08265
H 3.95082 4.63836 1.13032
H 4.76547 6.20516 1.14903
H 4.95984 5.09577 2.50989
H 4.61555 3.81214 -0.97069
H 6.19987 3.93273 -1.77124
H 5.30953 5.45972 -1.33865
C -1.74544 3.50306 -4.46592
S -3.18976 2.80172 -5.34084
O -3.26473 3.38302 -6.69853
C -2.66438 1.03094 -5.42138
H -1.85986 4.61169 -4.40724
H -0.78965 3.36411 -5.03561
H -1.52357 2.99403 -3.54222
H -3.38151 0.52944 -6.16429
H -2.58422 0.57207 -4.40970
H -1.75552 0.94823 -5.99385
C -4.35623 0.45551 2.61492
S -4.97902 -0.47473 1.16116
O -4.04942 -0.18680 0.03843
C -4.61002 -2.12642 1.68744
H -4.72665 0.11200 3.60230
H -4.51325 1.49865 2.43756
H -3.31863 0.22461 2.55712
H -4.81369 -2.83677 0.88092
H -5.22371 -2.37535 2.60184
H -3.51375 -2.19920 1.90429
C 0.87235 -0.69214 -4.45671
S 0.56133 -1.62649 -2.94904
O -0.77709 -2.31067 -3.14542
C 1.82324 -2.93983 -3.15685
H 0.70784 -1.26703 -5.38902
H 1.83436 -0.24791 -4.36068
H 0.04266 0.02283 -4.33859
H 1.89427 -3.47593 -2.14728
H 2.77380 -2.56551 -3.44450
H 1.47667 -3.66780 -3.88357
C -1.26996 0.47645 -1.24424
O -1.52598 1.20547 -2.20920
N -0.23552 0.64091 -0.37560
C -0.02196 -0.31759 0.74109
C 0.67663 1.75500 -0.62686
H -1.96055 -0.39596 -1.03356
H 0.70923 -1.06548 0.39540
H -0.93647 -0.69419 1.13064
H 0.45913 0.20559 1.63880
H 0.67279 2.49196 0.14051
H 1.72745 1.41370 -0.68569
H 0.49034 2.08577 -1.58443
```

Properties
* lowest unoccupied orbital energy: 0.0036 Ha
* energy above the lowest of the compared OMol25 structures with the same formula, charge and spin: 24.7 kcal per mole
* max |F|: 3.797 eV/A
* HOMO-LUMO gap: 8.4 eV
* HOMO level: -8.3 eV

=====

Record 2
Density functional theory data (ωB97M-V/def2-TZVPD) for a 5-piece molecular cluster, C19H55N4O7PS overall in a non-equilibrium geometry.

Structure (XYZ):
```
87
Properties=species:S:1:pos:R:3
O -11.69584 -3.91883 -2.44640
S -10.80935 -3.16423 -3.23897
O -11.22069 -2.91719 -4.56912
O -10.53606 -1.77098 -2.52529
C -9.23910 -3.99603 -3.33874
C -8.92219 -4.83363 -2.12064
C -8.77804 -4.04612 -0.82814
P -7.17288 -3.03718 -0.70682
H -9.72021 -1.40554 -2.92202
H -9.37801 -4.64329 -4.19535
H -8.45023 -3.30742 -3.61384
H -7.98806 -5.36059 -2.30868
H -9.68929 -5.58353 -1.98163
H -8.72138 -4.77035 -0.01799
H -9.65234 -3.43891 -0.61378
H -7.29268 -2.98722 0.71486
H -7.73617 -2.01845 -1.56416
H -6.43360 -4.16600 -1.20410
H -5.95803 -2.27776 -0.64658
C -0.38313 -1.20179 2.01905
O -0.74161 -1.72421 0.74978
C -1.42703 -2.95751 0.77223
C -2.93966 -2.84653 1.01061
C -3.31394 -2.56845 2.46259
N -3.56174 -1.82885 0.15846
H -0.12767 -1.99445 2.72800
H -1.18810 -0.58469 2.42632
H 0.48936 -0.56302 1.88343
H -1.27308 -3.39192 -0.21961
H -0.96167 -3.63965 1.49630
H -3.37221 -3.81574 0.74175
H -3.12785 -1.53160 2.73981
H -4.37597 -2.75715 2.61850
H -2.75489 -3.21155 3.14475
H -3.40155 -2.06933 -0.81584
H -3.04336 -0.96325 0.28704
C 5.27196 1.67906 -0.69641
O 5.02765 2.35968 0.52672
C 3.80160 3.05575 0.59771
C 2.59502 2.18944 0.98129
C 2.07981 1.31573 -0.15780
N 2.87831 1.34425 2.14489
H 4.85959 2.22747 -1.54888
H 4.86469 0.66996 -0.67647
H 6.34834 1.59708 -0.82538
H 3.93676 3.80661 1.38168
H 3.61554 3.59878 -0.33946
H 1.78897 2.87624 1.25833
H 2.72164 0.45429 -0.34030
H 1.08880 0.93100 0.08316
H 1.99986 1.88352 -1.08679
H 3.12476 1.94122 2.92995
H 3.73339 0.83201 1.94441
C 8.30788 -2.33919 -5.13781
O 8.04812 -2.68123 -3.78936
C 8.70226 -1.88368 -2.82361
C 7.99045 -0.56483 -2.49280
C 8.16605 0.51189 -3.55875
N 6.55834 -0.75405 -2.24387
H 9.33412 -1.98495 -5.27106
H 7.60940 -1.58159 -5.50122
H 8.16954 -3.23878 -5.73635
H 8.72614 -2.49182 -1.91563
H 9.74517 -1.70721 -3.11830
H 8.44169 -0.18747 -1.56969
H 7.54735 0.32217 -4.43533
H 7.87199 1.48361 -3.16257
H 9.20631 0.58248 -3.88154
H 6.43896 -1.39357 -1.46271
H 6.17321 -1.26028 -3.03728
C 1.71677 6.14751 2.45834
O 1.90827 5.05937 3.34302
C 1.41348 5.24567 4.65438
C -0.08414 4.95228 4.81865
C -0.98873 6.05508 4.27909
N -0.47030 3.67867 4.20427
H 1.79416 7.10627 2.97847
H 0.75270 6.08369 1.94790
H 2.49996 6.09679 1.70185
H 1.96594 4.53486 5.27451
H 1.66635 6.25042 5.01766
H -0.27127 4.87290 5.89353
H -1.04035 6.04406 3.19074
H -2.00397 5.92031 4.64971
H -0.64307 7.04084 4.59646
H 0.05402 2.92278 4.63584
H -0.14525 3.68782 3.24104
```

Properties
* lowest unoccupied orbital energy: 0.0172 Ha
* max |F|: 1.585 eV/A
* HOMO-LUMO gap: 8.7 eV
* HOMO level: -8.2 eV

=====

Record 3
Density functional theory data (ωB97M-V/def2-TZVPD) for C40H66BN8OP2Ti as an isolated structure in a non-equilibrium geometry.

Structure (XYZ):
```
119
Properties=species:S:1:pos:R:3
Ti 0.21808 -1.61182 0.35764
C 1.28121 0.39212 -4.80888
C -0.10250 0.57526 -4.17918
C -1.08187 1.08487 -5.23820
C -0.60655 -0.79110 -3.70069
P -0.17651 1.67883 -2.62167
C 1.47257 1.17847 -1.83299
N 1.47413 1.25071 -0.38080
B 0.64194 0.48394 0.55474
N 0.73388 1.27371 1.78827
C -0.06255 1.24468 3.01319
P -1.91190 1.09925 2.70457
C -2.36228 2.94138 2.49324
C -3.81587 3.01154 2.00909
C -1.47497 3.47636 1.36409
C -2.19338 3.82497 3.72700
C -2.50307 0.54880 4.43070
C -1.99185 -0.89014 4.54344
C -4.03260 0.48699 4.42554
C -2.00796 1.33625 5.64424
C 1.67346 2.28354 1.62852
C 2.17696 3.19974 2.53942
C 3.17175 4.07784 2.12227
C 3.67335 4.01884 0.82993
C 3.16718 3.10486 -0.08772
C 2.14024 2.25979 0.30276
C 0.05402 3.47719 -3.18909
C 0.42021 4.28736 -1.94425
C 1.11814 3.70311 -4.25935
C -1.31226 3.98402 -3.66819
H 1.17445 -0.15227 -5.75226
H 1.77162 1.33735 -5.03162
H 1.94464 -0.19244 -4.16908
H -1.17770 0.34329 -6.03664
H -2.07447 1.24337 -4.81069
H -0.74096 2.01207 -5.69544
H -0.45288 -1.53364 -4.48840
H -0.08846 -1.12777 -2.80036
H -1.67411 -0.75508 -3.48617
H 1.61303 0.13862 -2.13330
H 2.29615 1.76558 -2.23982
H 0.24717 0.41366 3.65240
H 0.10848 2.17461 3.55775
H -4.14044 4.05435 1.96067
H -4.50269 2.47806 2.66645
H -3.90329 2.58700 1.01049
H -1.45572 2.78294 0.51870
H -1.86965 4.43453 1.01306
H -0.44668 3.63493 1.69231
H -2.99429 3.65428 4.44583
H -1.23671 3.65443 4.22250
H -2.23282 4.87694 3.43153
H -0.91889 -0.91497 4.72694
H -2.20883 -1.44974 3.63091
H -2.47811 -1.39458 5.38322
H -4.39613 -0.07221 3.55865
H -4.38178 -0.02641 5.32614
H -4.48635 1.47805 4.41884
H -0.93872 1.54446 5.58026
H -2.54061 2.27487 5.76979
H -2.17518 0.74386 6.54916
H 1.82345 3.23238 3.56257
H 3.56658 4.80329 2.82127
H 4.47404 4.68342 0.53328
H 3.60321 3.05107 -1.07843
H 1.43334 4.09276 -1.61013
H 0.34794 5.35433 -2.17113
H -0.25574 4.07874 -1.11405
H 2.08400 3.29374 -3.95697
H 0.83566 3.26634 -5.21663
H 1.25260 4.77730 -4.41246
H -2.06769 3.82834 -2.89442
H -1.24915 5.05677 -3.86707
H -1.65033 3.49918 -4.58222
N 1.85520 -2.03891 2.79477
C 2.71837 -2.13878 1.67005
C 4.03033 -2.52929 1.82463
C 4.86865 -2.59911 0.71513
C 4.32757 -2.25199 -0.52043
C 3.00902 -1.88302 -0.60332
N 2.16393 -1.83752 0.46696
C 0.79593 -2.95224 2.88171
C 0.49615 -3.60242 4.06866
C -0.54728 -4.51119 4.08515
C -1.23251 -4.75468 2.89866
C -0.87834 -4.06056 1.76650
N 0.10528 -3.13726 1.74558
H 2.37567 -1.97862 3.65696
H 4.40240 -2.78234 2.80936
H 5.89630 -2.91556 0.81369
H 4.93830 -2.26665 -1.41278
H 2.57601 -1.60139 -1.55350
H 1.08047 -3.41108 4.95899
H -0.80761 -5.03431 4.99437
H -2.02921 -5.48378 2.85869
H -1.36952 -4.23759 0.81919
N -3.92456 -2.06327 -0.20042
C -2.82379 -1.30074 -0.37991
N -2.97328 -0.12655 -0.99647
O -1.70672 -1.71178 -0.00600
H -4.84210 -1.73198 -0.43576
H -3.84346 -2.94112 0.27700
H -3.87627 0.22576 -1.25433
H -2.15118 0.45996 -1.12379
C 0.45667 -6.05841 -3.10934
C 1.25130 -4.74390 -3.09686
C 2.73288 -5.01727 -2.80349
C 1.08990 -4.01305 -4.44119
C 0.70724 -3.86975 -2.05873
N 0.25837 -3.16881 -1.26716
H 0.81998 -6.68724 -3.92141
H -0.60593 -5.87312 -3.26748
H 0.57750 -6.59948 -2.17088
H 3.12213 -5.71349 -3.54578
H 2.86272 -5.45727 -1.81467
H 3.31711 -4.09835 -2.84953
H 1.50506 -4.62988 -5.23796
H 1.61494 -3.05725 -4.43226
H 0.03742 -3.83190 -4.65564
```

Properties
* lowest unoccupied orbital energy (alpha / beta): -0.0781 / -0.0819 Ha
* energy above the lowest of the compared OMol25 structures with the same formula, charge and spin: 45.4 kcal per mole
* spin multiplicity: 3
* max |F|: 2.201 eV/A
* HOMO-LUMO gap (alpha / beta): 5.5 / 6.8 eV
* net charge: +1
* HOMO level (alpha / beta): -7.7 / -9.0 eV

=====

Among the records above, which one has the highest max |F|? C25H73NO12S11

=====

What is the formula in the third record? C40H66BN8OP2Ti